Entry 1:
{
  "formula": "C21H18BrN9O2Pd",
  "method": "the ωB97M-V functional and the def2-TZVPD basis",
  "species": ["Pd", "C", "O", "C", "C", "C", "Br", "C", "C", "C", "O", "C", "N", "C", "C", "C", "C", "C", "C", "N", "H", "H", "H", "H", "H", "H", "H", "H", "H", "H", "H", "N", "N", "N", "C", "N", "N", "H", "H", "H", "N", "C", "C", "C", "C", "N", "C", "C", "H", "H", "H", "H"],
  "positions_angstrom": [[0.962, -2.293, 0.022], [-0.667, -2.740, -2.627], [-0.365, -1.619, -1.720], [-0.828, -0.391, -2.092], [-1.517, -0.148, -3.242], [-1.966, 1.170, -3.545], [-2.882, 1.458, -5.093], [-1.714, 2.238, -2.667], [-1.025, 2.026, -1.492], [-0.563, 0.692, -1.177], [0.085, 0.409, -0.090], [-0.745, 3.085, -0.542], [-0.081, 2.827, 0.610], [0.017, 3.986, 1.270], [0.619, 4.277, 2.536], [0.563, 5.564, 2.959], [-0.074, 6.580, 2.166], [-0.676, 6.323, 0.916], [-0.617, 5.026, 0.495], [-1.079, 4.384, -0.642], [-0.209, -2.555, -3.597], [-1.746, -2.861, -2.704], [-0.226, -3.621, -2.171], [-1.742, -0.932, -3.951], [-2.078, 3.219, -2.939], [0.205, 1.281, 0.468], [1.092, 3.495, 3.114], [0.997, 5.858, 3.905], [-0.091, 7.593, 2.551], [-1.146, 7.118, 0.350], [-1.575, 4.834, -1.399], [5.857, -2.732, 0.250], [4.739, -2.334, -0.392], [4.798, -1.659, -1.520], [3.530, -1.366, -1.749], [2.760, -1.851, -0.772], [3.551, -2.474, 0.097], [6.639, -2.795, -0.396], [5.700, -3.543, 0.836], [3.194, -0.816, -2.612], [-4.076, -5.457, 4.231], [-3.310, -4.933, 3.557], [-2.358, -4.279, 2.712], [-2.760, -3.226, 1.886], [-1.827, -2.612, 1.082], [-0.546, -3.011, 1.082], [-0.147, -4.022, 1.871], [-1.022, -4.684, 2.703], [-3.790, -2.895, 1.876], [-2.090, -1.793, 0.428], [0.905, -4.306, 1.829], [-0.676, -5.496, 3.328]],
  "de_lowest_kj_mol": 168.5,
  "total_charge": 4,
  "orbital_gap_ev": [3.755, 3.756],
  "e_homo_ev": [-19.61, -19.61]
}

***

Entry 2:
{
  "formula": "C20H54N7O3P2",
  "method": "the ωB97M-V functional and the def2-TZVPD basis",
  "species": ["C", "O", "C", "C", "C", "C", "C", "C", "N", "C", "H", "H", "H", "H", "H", "H", "H", "H", "H", "H", "H", "H", "H", "H", "H", "H", "H", "H", "O", "P", "N", "C", "C", "N", "C", "C", "N", "C", "C", "H", "H", "H", "H", "H", "H", "H", "H", "H", "H", "H", "H", "H", "H", "H", "H", "H", "H", "O", "P", "N", "C", "C", "N", "C", "C", "N", "C", "C", "H", "H", "H", "H", "H", "H", "H", "H", "H", "H", "H", "H", "H", "H", "H", "H", "H", "H"],
  "positions_angstrom": [[2.107, -1.399, -0.522], [2.464, -2.204, 0.656], [1.290, -2.537, 1.481], [0.635, -1.276, 2.299], [1.522, -0.734, 3.568], [3.042, -0.244, 3.196], [4.044, 0.053, 4.501], [5.355, 0.588, 3.612], [4.661, 1.473, 2.556], [3.168, 1.207, 2.376], [3.109, -0.875, -0.902], [1.352, -0.521, -0.306], [1.750, -2.074, -1.439], [0.502, -3.148, 0.826], [1.660, -3.317, 2.305], [-0.392, -1.672, 2.760], [0.327, -0.357, 1.611], [1.484, -1.547, 4.427], [0.949, 0.229, 3.982], [3.740, -0.921, 2.540], [4.154, -1.048, 4.947], [3.639, 0.858, 5.283], [5.969, -0.244, 3.017], [6.136, 1.103, 4.316], [5.007, 1.401, 1.568], [4.855, 2.446, 2.884], [2.713, 1.266, 1.296], [2.464, 1.901, 3.007], [-4.282, 1.951, 2.040], [-4.570, 0.503, 2.507], [-6.058, 0.920, 3.204], [-6.239, 1.633, 4.457], [-7.094, 1.324, 2.245], [-3.278, 0.447, 3.620], [-3.374, 0.272, 5.059], [-2.105, 1.275, 3.327], [-4.901, -1.161, 3.044], [-4.481, -2.093, 1.988], [-6.135, -1.667, 3.637], [-7.281, 1.547, 4.799], [-5.979, 2.687, 4.361], [-5.666, 1.195, 5.266], [-7.248, 0.530, 1.511], [-6.809, 2.238, 1.710], [-8.064, 1.497, 2.723], [-3.570, 1.221, 5.568], [-2.434, -0.125, 5.462], [-4.138, -0.452, 5.353], [-2.275, 2.317, 3.611], [-1.860, 1.240, 2.259], [-1.214, 0.918, 3.854], [-5.175, -2.065, 1.141], [-4.408, -3.121, 2.359], [-3.483, -1.824, 1.617], [-6.993, -1.572, 2.961], [-6.364, -1.171, 4.586], [-6.038, -2.728, 3.897], [3.610, 0.809, -3.957], [2.987, 0.712, -5.371], [1.411, 0.969, -4.801], [0.594, -0.002, -4.095], [1.164, 2.314, -4.265], [3.380, -0.933, -5.594], [2.451, -2.034, -5.784], [4.567, -1.438, -4.899], [2.271, 0.601, -6.997], [3.150, 1.294, -7.951], [0.886, 0.872, -7.370], [-0.455, 0.327, -4.069], [0.946, -0.160, -3.076], [0.551, -0.956, -4.611], [1.401, 3.064, -5.023], [1.780, 2.511, -3.379], [0.115, 2.470, -3.991], [2.074, -2.411, -4.828], [2.945, -2.871, -6.293], [1.603, -1.774, -6.421], [4.350, -1.655, -3.850], [5.384, -0.708, -4.942], [4.953, -2.351, -5.364], [3.083, 2.380, -7.829], [2.909, 1.033, -8.987], [4.194, 0.998, -7.789], [0.593, 1.908, -7.167], [0.189, 0.192, -6.869], [0.727, 0.690, -8.441]],
  "total_charge": 1,
  "orbital_gap_ev": 6.561,
  "e_homo_ev": -9.53
}

***

Number 1: E_tot -4154.52664 Ha. Number 2: E_tot -2085.52232 Ha.